No. 1
This record from the Open Molecules 2025 dataset describes a molecular structure, C19H23GaNO7P2S. The level of theory is wB97M-V/def2-TZVPD.

Calculated values
Kohn-Sham gap (eV): 8.25

Structure (ORCA input):
```
! wB97M-V def2-TZVPD RIJCOSX def2/J DEFGRID3
* xyz 1 1
Ga 0.80224 -0.59970 -1.73829
C -1.95036 3.60088 3.44584
C -1.73126 2.08658 3.29378
C -0.24720 1.78555 3.51271
C -2.53439 1.33970 4.37088
C -2.20590 1.64792 1.90819
C -3.56660 1.80781 1.57183
C -4.06839 1.46026 0.33939
C -3.18977 0.91947 -0.59674
S -3.50025 0.41550 -2.22705
C -1.85676 -0.02714 -2.40138
N -1.11740 0.18044 -1.34356
C -1.84706 0.73651 -0.28981
C -1.35084 1.11086 0.96340
C -1.25444 -0.58779 -3.62243
C -1.95742 -0.78894 -4.80288
C -1.28911 -1.29484 -5.90753
C 0.06553 -1.58980 -5.83220
C 0.76529 -1.39005 -4.64380
C 0.10351 -0.89247 -3.53111
H -1.63840 3.92433 4.44102
H -2.99983 3.87231 3.31965
H -1.36665 4.15505 2.70646
H 0.07744 2.22900 4.45514
H 0.38772 2.19405 2.72275
H -0.07363 0.70524 3.59831
H -2.15328 1.59469 5.36249
H -2.45117 0.25776 4.24002
H -3.59316 1.60200 4.34636
H -4.24750 2.22866 2.30106
H -5.11521 1.60544 0.10508
H -0.28826 1.01711 1.14229
H -3.01300 -0.55120 -4.86883
H -1.82631 -1.45284 -6.83380
H 0.58137 -1.97408 -6.70332
H 1.82381 -1.61120 -4.59338
C 3.98062 -2.51588 1.40818
C 3.51247 -1.46660 0.41025
O 4.35970 -0.31165 0.43878
P 3.64608 -1.98593 -1.34299
O 5.15897 -1.88361 -1.74674
O 3.34735 -3.52256 -1.38384
O 2.75019 -1.12475 -2.19805
P 1.75274 -0.98732 0.57170
O 1.50071 -0.95771 2.11932
O 0.86518 -1.93968 -0.22107
O 1.61150 0.36460 -0.13669
H 5.03367 -2.73831 1.23647
H 3.40317 -3.43517 1.30500
H 3.86363 -2.13294 2.42060
H 3.83169 0.49908 0.43610
H 5.53235 -0.99178 -1.69879
H 3.06499 -3.89038 -2.23245
H 0.61162 -0.69645 2.40368
*
```

No. 2
This record from the Open Molecules 2025 dataset describes a gas-phase ion, C19H23N2 (charge +1). The level of theory is wB97M-V/def2-TZVPD.

Calculated values
Structure (SMILES): Cn1cc([C@H](c2ccccc2)[N+](C)(C)C)c2ccccc21
ΔE to the lowest compared entry with this formula, charge and spin (kcal/mol): 20.1
Kohn-Sham gap (eV): 8.30

Structure (ORCA input):
```
! wB97M-V def2-TZVPD RIJCOSX def2/J DEFGRID3
* xyz 1 1
C -3.05137 2.29638 2.33313
N -2.08030 1.74471 1.41374
C -1.40446 0.58293 1.60813
C -0.50898 0.35681 0.55366
C 0.48279 -0.77548 0.54263
C 1.41778 -0.73645 -0.65962
C 0.87947 -0.59980 -1.93884
C 1.74274 -0.50029 -3.03469
C 3.12480 -0.62578 -2.84683
C 3.64443 -0.83674 -1.56968
C 2.79060 -0.92374 -0.46435
N -0.04100 -2.18267 0.77380
C 0.64047 -2.76476 2.00139
C 0.25166 -3.15067 -0.35368
C -1.52953 -2.29627 1.00205
C -0.50989 1.59350 -0.23482
C 0.33180 2.22745 -1.15300
C 0.05978 3.54695 -1.56713
C -0.99236 4.29473 -1.01789
C -1.82927 3.70566 -0.05117
C -1.57278 2.39212 0.29458
H -3.50654 3.18004 1.88616
H -3.82701 1.55837 2.55482
H -2.57308 2.58773 3.27428
H -1.61483 -0.01816 2.48275
H 1.12854 -0.58302 1.41988
H -0.20608 -0.51749 -2.06363
H 1.32136 -0.31848 -4.02312
H 3.78774 -0.56561 -3.70945
H 4.71783 -0.95193 -1.41154
H 3.17140 -1.12785 0.53968
H 0.37333 -2.16516 2.87121
H 0.29961 -3.79524 2.11548
H 1.72086 -2.73863 1.84848
H -0.37446 -2.88438 -1.20783
H 1.31776 -3.13534 -0.60555
H -0.05165 -4.13259 0.00539
H -2.04281 -2.05062 0.06834
H -1.71792 -3.33371 1.28031
H -1.86429 -1.65624 1.81827
H 1.19316 1.70634 -1.57436
H 0.68828 4.00552 -2.33698
H -1.15680 5.33330 -1.30843
H -2.63079 4.25454 0.44445
*
```

No. 3
This record from the Open Molecules 2025 dataset describes a single C19H23N3O2 molecule. The level of theory is wB97M-V/def2-TZVPD.

Calculated values
Structure (SMILES): Cc1ccccc1O[C@H](C)C(=O)N1CCN(c2ccccn2)CC1
ΔE to the lowest compared entry with this formula, charge and spin (kcal/mol): 38.5
Kohn-Sham gap (eV): 8.92

Structure (ORCA input):
```
! wB97M-V def2-TZVPD RIJCOSX def2/J DEFGRID3
* xyz 0 1
C -3.95050 -1.87605 -0.96740
C -3.96381 -0.56929 -0.23726
C -5.10776 -0.07821 0.36418
C -5.10143 1.13138 1.04115
C -3.93155 1.85992 1.11833
C -2.77155 1.39128 0.52160
C -2.77939 0.18125 -0.15816
O -1.69434 -0.39455 -0.76098
C -0.47752 0.32626 -0.85726
C -0.53121 1.38561 -1.95390
C 0.63573 -0.68502 -1.17056
O 1.31493 -0.59007 -2.17306
N 0.81603 -1.68794 -0.27542
C 0.24903 -1.74390 1.05269
C 1.22095 -1.04725 2.04398
N 2.52459 -0.91583 1.42301
C 2.78740 0.26742 0.76074
C 3.86466 0.41612 -0.12623
C 4.08511 1.64784 -0.70098
C 3.25189 2.71474 -0.38565
C 2.22835 2.47602 0.50855
N 1.99501 1.29869 1.06265
C 2.92590 -2.17591 0.83629
C 2.02219 -2.48722 -0.38419
H -3.29156 -2.58214 -0.46313
H -4.94959 -2.29992 -1.02187
H -3.56214 -1.73675 -1.97470
H -6.02084 -0.65255 0.30052
H -6.00526 1.49918 1.50245
H -3.91029 2.80359 1.64292
H -1.87130 1.98108 0.59703
H -0.21968 0.79531 0.10415
H -0.65935 0.90284 -2.91905
H -1.36030 2.06748 -1.78174
H 0.40239 1.94096 -1.96433
H -0.73722 -1.28999 1.07453
H 0.13651 -2.80245 1.30794
H 1.32659 -1.64024 2.95684
H 0.87856 -0.04658 2.30240
H 4.51066 -0.40981 -0.37162
H 4.90063 1.77848 -1.39731
H 3.39427 3.68934 -0.82347
H 1.54117 3.26038 0.80242
H 2.80484 -2.93936 1.60975
H 3.97621 -2.15615 0.55172
H 2.50711 -2.20662 -1.32058
H 1.76020 -3.54890 -0.41775
*
```

No. 4
This record from the Open Molecules 2025 dataset describes a molecular structure, C19H23N3O2PdS5Te. The level of theory is wB97M-V/def2-TZVPD.

Calculated values
Kohn-Sham gap (eV): 3.15

Structure (ORCA input):
```
! wB97M-V def2-TZVPD RIJCOSX def2/J DEFGRID3
* xyz -2 1
Pd -1.85291 -0.09746 -0.46528
S -1.25273 -0.98549 -8.36164
C -0.77255 -0.79133 -6.78565
S -0.95317 2.10027 -4.32719
C -1.78124 1.22716 -3.18826
C -1.17842 -1.01876 -4.40537
S -1.45694 -2.48369 -1.90705
S -0.53058 -2.49453 -3.81455
S -2.64144 1.84409 -1.80430
C -2.99109 -0.28846 -5.88138
N -1.61763 -0.80756 -5.69619
C 0.71134 -0.65754 -6.61943
C -1.47780 -0.21148 -3.26347
N -1.81570 -0.89712 -2.22180
H -3.22210 -0.58117 -6.92200
H -2.93089 0.79457 -5.75126
H -3.60028 -0.72225 -5.07197
H 1.13175 -0.42037 -7.58675
H 1.11344 -1.63284 -6.20044
H 0.95162 0.10576 -5.88508
C -3.26913 1.79893 2.14877
Te -1.18634 1.29179 1.45327
C -0.97500 0.77069 3.62168
C -2.30233 0.86112 4.29750
C -2.45781 0.51644 5.66705
C -3.73091 0.56127 6.26481
C -4.82157 0.93598 5.51957
C -4.73517 1.34085 4.20640
C -3.46604 1.32405 3.55160
H -4.03040 1.34907 1.52824
H -3.35953 2.88440 2.12312
H -0.24230 1.47503 3.96002
H -0.58767 -0.25933 3.61152
H -1.60459 0.18003 6.26412
H -3.85777 0.22559 7.26815
H -5.77940 0.89060 6.03810
H -5.61331 1.67172 3.57970
O 1.86827 -0.65019 2.07540
C 2.50932 -0.24927 0.95500
O 2.03345 0.47490 0.10813
C 3.97008 -0.80277 0.88018
N 4.35874 -1.54624 2.12936
C 5.72325 -1.17640 2.53989
C 6.20991 -0.07190 1.56411
C 5.05514 0.30942 0.68274
H 4.05676 -1.48121 0.02750
H 4.14364 -2.52801 2.05452
H 2.52203 -1.21264 2.57037
H 6.35459 -2.04647 2.45996
H 5.74890 -0.86073 3.55780
H 7.03917 -0.40148 0.90420
H 6.65270 0.81199 2.02396
H 5.30006 0.32047 -0.38451
H 4.64056 1.31050 0.90684
*
```

No. 5
This record from the Open Molecules 2025 dataset describes a single C19H23N3O4S molecule. The level of theory is wB97M-V/def2-TZVPD.

Calculated values
Structure (SMILES): CC(=O)Nc1nc2ccc(C(=O)NCCOC(=O)C3CCCCC3)cc2s1
ΔE to the lowest compared entry with this formula, charge and spin (kcal/mol): 0.0
Kohn-Sham gap (eV): 9.07

Structure (ORCA input):
```
! wB97M-V def2-TZVPD RIJCOSX def2/J DEFGRID3
* xyz 0 1
C 2.80747 -5.92552 6.49232
C 1.44888 -6.51772 6.30716
O 1.04261 -7.51787 6.84278
N 0.59486 -5.84301 5.43973
C 0.80233 -4.71211 4.71968
N 1.86811 -4.00666 4.67915
C 1.74291 -2.92891 3.85234
C 2.72096 -1.96938 3.61261
C 2.43693 -0.93216 2.75268
C 1.19924 -0.83129 2.10771
C 0.99217 0.34076 1.20724
O 1.57177 1.39520 1.37107
N 0.09928 0.14694 0.20153
C -0.15735 1.16348 -0.78616
C 0.71671 0.97301 -2.03555
O 0.44367 1.96734 -3.01135
C -0.66353 1.80017 -3.75129
O -1.39137 0.84841 -3.63500
C -0.82361 2.92025 -4.76099
C -2.18834 2.84816 -5.44950
C -3.31586 3.20348 -4.48361
C -3.08618 4.57625 -3.86007
C -1.74137 4.61316 -3.14106
C -0.61090 4.29364 -4.11424
C 0.20673 -1.77497 2.34565
C 0.48671 -2.81065 3.21463
S -0.54779 -4.12325 3.70793
H 3.32214 -5.87260 5.53626
H 3.37037 -6.53932 7.18954
H 2.72063 -4.90968 6.86959
H -0.31811 -6.27451 5.34477
H 3.67532 -2.05140 4.10654
H 3.16875 -0.16346 2.55776
H -0.23653 -0.78161 0.00414
H 0.07108 2.13005 -0.33016
H -1.21113 1.12782 -1.07453
H 1.77167 1.08602 -1.78026
H 0.53472 -0.01862 -2.46758
H -0.03292 2.75783 -5.50440
H -2.34452 1.84056 -5.83763
H -2.19335 3.54527 -6.29007
H -3.36298 2.44772 -3.69852
H -4.26824 3.19045 -5.01720
H -3.89075 4.80459 -3.15829
H -3.09808 5.33894 -4.64265
H -1.57830 5.59902 -2.70096
H -1.74185 3.88085 -2.33018
H 0.34932 4.31198 -3.59818
H -0.58965 5.04921 -4.90277
H -0.77261 -1.69585 1.89936
*
```

| no. | highest occupied orbital energy (Eh) | E_LUMO (eV) | E (Ha) |
| --- | --- | --- | --- |
| 1 | -0.4206 | -3.193 | -4325.0605 |
| 2 | -0.3910 | -2.338 | -847.0563 |
| 3 | -0.2979 | 0.810 | -1052.5714 |
| 4 | 0.0150 | 3.561 | -3439.2927 |
| 5 | -0.3234 | 0.267 | -1601.3270 |